Computed, not measured: 2 unconnected molecules or ions with the total composition C4H12O3 at a distorted geometry, with ωB97M-V/def2-TZVPD.

Its molar mass is 108.137 g/mol. The gap between HOMO and LUMO is 10.76 eV. The calculation puts the energy above the lowest of the compared OMol25 structures with the same formula, charge and spin at 182.5 kJ/mol. For the LUMO energy, the calculation gives 0.555 eV. Its SMILES is OCCCCO.O. The value obtained for the strongest force on any atom is 2.7 eV Å⁻¹.

Geometry (Å):
O: -3.087 -0.976 -1.588
C: -1.825 -1.196 -1.013
C: -1.678 0.057 -0.117
C: -0.192 0.499 0.196
C: 0.556 0.155 1.486
O: -0.127 0.509 2.790
H: -3.705 -1.653 -1.329
H: -1.667 -2.187 -0.582
H: -1.010 -1.235 -1.786
H: -2.127 -0.176 0.839
H: -2.475 0.871 -0.369
H: -0.132 1.619 -0.044
H: 0.515 0.137 -0.596
H: 1.493 0.742 1.479
H: 0.687 -0.959 1.480
H: -0.536 1.412 2.667
O: 5.329 0.759 -0.875
H: 5.636 1.032 -1.755
H: 4.348 0.589 -0.883

***

Computed, not measured: a molecular structure, C29H50AuCl3N2OSSbSe2Si3, with ωB97M-V/def2-TZVPD.

Its molar mass is 1142.063 g/mol. Its charge is +3. The gap between HOMO and LUMO is 3.79 eV. The calculation puts the energy above the lowest of the compared OMol25 structures with the same formula, charge and spin at 0.0 kJ/mol. For the LUMO energy, the calculation gives -10.203 eV. The value obtained for the strongest force on any atom is 0.4 eV Å⁻¹.

Geometry (Å):
Au: -0.021 0.370 -0.645
C: 2.949 0.582 1.565
Se: 2.535 -0.161 -0.185
C: 3.239 1.227 -1.348
C: 2.654 2.615 -1.155
Se: 0.792 2.695 -0.492
C: 0.271 4.190 -1.624
H: 4.032 0.634 1.649
H: 2.563 -0.126 2.296
H: 2.495 1.557 1.716
H: 3.039 0.851 -2.351
H: 4.321 1.253 -1.218
H: 2.659 3.155 -2.099
H: 3.207 3.200 -0.422
H: 0.939 4.993 -1.313
H: -0.753 4.459 -1.393
H: 0.408 3.961 -2.674
C: -3.785 -2.790 0.534
Si: -4.102 -0.963 0.616
C: -3.773 -0.158 2.255
C: -5.750 -0.534 -0.142
Sb: -2.708 0.306 -1.234
Si: -2.669 -0.914 -3.571
C: -1.095 -0.355 -4.403
C: -4.200 -0.176 -4.333
C: -2.837 -2.743 -3.272
Si: -3.416 2.803 -1.587
C: -2.517 3.230 -3.164
C: -2.942 3.655 0.006
C: -5.258 2.782 -1.836
H: -4.580 -3.270 1.115
H: -2.838 -3.096 0.974
H: -3.851 -3.179 -0.482
H: -4.417 -0.634 3.000
H: -4.012 0.906 2.248
H: -2.744 -0.282 2.596
H: -6.516 -0.999 0.489
H: -5.884 -0.948 -1.143
H: -5.964 0.533 -0.160
H: -1.198 0.666 -4.774
H: -0.895 -1.000 -5.263
H: -0.217 -0.391 -3.754
H: -4.154 0.909 -4.432
H: -5.112 -0.451 -3.802
H: -4.289 -0.583 -5.346
H: -2.284 -3.114 -2.409
H: -2.472 -3.281 -4.151
H: -3.890 -3.002 -3.148
H: -1.476 2.911 -3.167
H: -2.559 4.307 -3.348
H: -3.016 2.744 -4.004
H: -1.934 3.428 0.357
H: -3.635 3.352 0.792
H: -3.036 4.740 -0.097
H: -5.612 2.027 -2.539
H: -5.530 3.756 -2.259
H: -5.804 2.682 -0.898
Cl: 1.854 -7.301 7.575
C: 1.755 -6.495 6.059
C: 2.034 -7.187 4.888
C: 1.971 -6.526 3.674
C: 1.639 -5.178 3.610
C: 1.565 -4.446 2.290
C: 0.110 -4.427 1.828
N: -0.055 -3.507 0.692
C: 0.204 -3.777 -0.626
C: 0.034 -2.612 -1.306
N: -0.339 -1.641 -0.397
C: -0.360 -2.216 0.805
O: 2.291 -5.021 1.235
C: 3.676 -4.631 1.172
C: 4.492 -5.042 2.351
C: 5.033 -6.287 2.502
Cl: 4.920 -7.577 1.382
S: 5.831 -6.491 3.998
C: 5.453 -4.888 4.460
C: 4.750 -4.235 3.496
C: 1.342 -4.525 4.799
Cl: 0.890 -2.828 4.772
C: 1.398 -5.154 6.028
H: 2.306 -8.233 4.934
H: 2.211 -7.056 2.761
H: 1.894 -3.408 2.443
H: -0.553 -4.094 2.624
H: -0.189 -5.423 1.506
H: 0.494 -4.760 -0.955
H: 0.147 -2.410 -2.357
H: -0.593 -1.735 1.743
H: 3.718 -3.540 1.051
H: 4.047 -5.096 0.261
H: 5.794 -4.509 5.409
H: 4.429 -3.206 3.595
H: 1.176 -4.620 6.940

***

Computed, not measured: 2 unconnected molecules or ions with the total composition C5H15NO2 at a distorted geometry, with ωB97M-V/def2-TZVPD.

Its molar mass is 121.180 g/mol. The gap between HOMO and LUMO is 10.01 eV. The calculation puts the energy above the lowest of the compared OMol25 structures with the same formula, charge and spin at 414.7 kJ/mol. For the LUMO energy, the calculation gives 0.834 eV. Its SMILES is C[C@H](CO)N(C)C.O. The value obtained for the strongest force on any atom is 5.7 eV Å⁻¹.

Geometry (Å):
C: 1.608 0.787 1.471
C: 0.811 0.048 0.374
C: 0.549 0.898 -0.978
O: 1.545 0.196 -1.776
N: -0.594 -0.442 0.680
C: -0.665 -1.357 1.825
C: -1.451 0.791 1.062
H: 1.899 0.023 2.174
H: 0.758 1.594 2.070
H: 2.466 1.264 1.133
H: 1.513 -0.814 0.042
H: 0.996 1.938 -0.835
H: -0.447 0.853 -1.377
H: 1.043 -0.386 -2.364
H: -0.685 -2.277 1.367
H: -1.614 -1.154 2.271
H: 0.067 -1.542 2.751
H: -1.390 1.579 0.168
H: -2.495 0.593 1.465
H: -1.023 1.428 1.803
O: -1.414 -0.847 -2.501
H: -2.187 -1.160 -2.111
H: -0.900 -0.640 -1.630